Entry 1:
17
Properties=species:S:1:pos:R:3 method="wB97M-V/def2-TZVPD" smiles="O=[N+]([O-])C1=CC=C[C@@H](Br)[C@@H]1O" e_tot_ev=-83989.790 multiplicity=1 molar_mass_g_mol=220.02 de_lowest_kcal_mol=84.5 orbital_gap_ev=8.107
Br -0.534 0.556 2.980
O 1.673 1.919 -1.519
O 2.758 0.071 -1.720
O -1.269 1.311 -1.131
N 1.861 0.724 -1.243
C 0.885 -1.154 -0.235
C -0.169 -1.937 0.437
C -0.383 0.975 -0.045
C -1.205 -1.211 0.955
C -1.227 0.250 0.965
C 0.809 0.146 -0.508
H 1.788 -1.597 -0.642
H -0.009 -2.981 0.490
H -2.091 0.885 1.153
H -0.787 1.678 -1.958
H -0.091 2.010 0.410
H -2.008 -1.646 1.610

---

Entry 2:
61
Properties=species:S:1:pos:R:3 method="wB97M-V/def2-TZVPD" e_tot_ev=-32062.262 multiplicity=2 molar_mass_g_mol=408.13 charge=+1 s2=0.750 orbital_gap_ev="5.244 / 7.365"
Y -2.187 0.558 2.002
O -1.557 5.541 1.977
O -2.227 2.472 3.386
O -0.927 -1.406 2.019
O -0.042 3.307 -1.229
O 3.403 -0.194 -1.727
O -2.829 2.180 0.509
O -1.365 -2.815 -1.838
O 1.936 3.212 3.024
O -1.410 0.089 4.325
N 3.146 0.252 1.809
N -4.061 -3.384 -2.038
C 2.775 -0.384 -0.440
C -0.130 -2.055 -1.573
C -2.047 -2.419 -3.078
C -4.103 -3.064 -4.405
C 3.721 0.312 0.529
C 3.713 -1.405 -2.332
C 5.126 -0.307 0.624
C -3.273 -3.378 -3.251
B -0.035 1.540 1.413
H 2.312 3.694 2.287
H 1.393 2.537 2.617
H -1.393 -2.521 -3.944
H -0.449 0.779 0.770
H -2.997 3.122 0.485
H -0.798 5.718 1.421
H 0.411 -2.558 -0.771
H 0.859 3.069 -1.447
H 1.767 0.017 -0.337
H -3.537 -3.225 -5.323
H 5.790 0.299 1.241
H -2.804 -4.335 -3.480
H -4.965 -3.728 -4.348
H -4.087 -2.471 -1.605
H -0.388 -1.049 -1.244
H 2.200 0.599 1.737
H 5.532 -0.359 -0.387
H -1.612 3.154 3.653
H -2.432 -1.403 -2.994
H -3.368 -3.840 -1.462
H 2.648 -1.445 -0.227
H 3.794 1.372 0.285
H 3.977 -1.419 -3.390
H 4.956 -1.305 1.028
H 3.602 0.828 2.503
H 1.013 1.562 1.157
H -1.228 4.943 2.649
H -0.481 2.516 1.300
H -0.756 -0.466 4.750
H 2.842 -2.057 -2.400
H -1.994 0.357 5.035
H -0.139 -1.721 2.462
H -3.086 2.810 3.639
H -3.032 1.877 -0.376
H -4.494 -2.048 -4.342
H 0.427 -1.968 -2.506
H -1.301 -2.186 1.611
H -0.143 1.212 2.435
H 4.526 -1.915 -1.814
H -0.196 2.905 -0.374

---

Entry 3:
117
Properties=species:S:1:pos:R:3 method="wB97M-V/def2-TZVPD" smiles="O=S1(=O)CCCC1.O=S1(=O)CCCC1.COC[C@H](C)N.COC[C@H](C)N.COC[C@H](C)N.CC(C)O.CC(C)O.CC(C)O" e_tot_ev=-77867.429 multiplicity=1 molar_mass_g_mol=688.05 de_lowest_kcal_mol=55.9 orbital_gap_ev=9.359
S -2.873 -0.860 -2.700
S 3.470 3.951 2.797
O 4.071 -0.547 -4.728
O -2.082 -1.921 -2.066
O -0.252 -2.058 0.375
O -2.275 0.406 -3.060
O -2.036 2.950 -2.567
O 4.476 3.059 2.269
O 3.498 4.311 4.250
O 1.203 -4.837 -3.473
O -3.477 5.396 1.322
O 2.393 -4.489 4.032
N 0.582 -5.576 -0.554
N -4.211 2.207 3.052
N 2.922 -3.150 7.551
C 0.050 -4.429 -2.713
C -4.505 -0.663 -1.710
C -3.328 3.197 2.503
C 1.177 -0.471 1.637
C 4.557 -0.788 -2.485
C -5.526 -0.797 -2.895
C 3.217 1.221 -3.368
C 0.914 -1.237 0.270
C -4.363 6.496 1.101
C -4.220 4.276 1.788
C -0.795 3.357 -2.032
C -0.876 4.882 -2.021
C -3.690 -1.536 -4.277
C 0.687 -0.236 -0.854
C -1.781 -5.206 -1.094
C -5.095 -1.884 -3.828
C 1.923 -3.824 -4.201
C 4.401 0.229 -3.626
C 3.099 5.309 1.690
C 2.255 4.739 0.538
C 0.284 2.956 -2.984
C 2.094 -5.237 7.051
C 2.904 -4.074 6.442
C 2.426 -3.480 5.119
C 1.758 3.231 2.472
C -0.404 -5.478 -1.721
C -2.390 2.427 1.595
C 1.892 -4.019 2.817
C 1.359 3.583 1.034
H -0.380 -6.437 -2.238
H -5.675 0.205 -3.295
H 0.953 -3.472 2.905
H 1.288 3.036 -2.567
H -2.023 2.008 -2.748
H -1.054 5.300 -3.012
H -1.766 -4.152 -0.814
H -4.848 3.819 1.024
H -3.011 -2.273 -4.703
H -3.699 1.361 2.847
H 0.287 3.740 0.923
H 3.623 -1.274 -2.201
H -4.476 0.188 -1.030
H 5.364 0.695 -3.836
H -4.900 4.613 2.570
H 2.666 -3.466 2.285
H 3.081 -2.646 4.864
H 1.765 -4.908 2.199
H 3.411 -2.299 7.313
H -1.845 -5.913 -0.267
H 1.905 0.340 1.648
H -0.593 -2.317 -0.484
H 2.255 0.791 -3.644
H 1.166 3.836 3.159
H 1.783 2.163 2.687
H 0.404 -4.821 0.094
H 0.130 -3.468 -2.205
H 0.023 5.282 -1.551
H 1.438 -3.052 5.290
H 1.039 -4.968 7.104
H 4.063 5.748 1.433
H 2.417 -5.607 8.024
H -2.974 1.828 0.897
H 1.340 -1.207 2.425
H 1.490 0.487 -0.998
H 2.881 4.433 -0.300
H -5.076 -2.896 -3.425
H -4.665 -1.556 -1.105
H 0.164 3.510 -3.915
H -0.670 -4.250 -3.511
H 0.231 0.007 1.890
H 4.898 -0.956 -4.994
H -4.969 2.067 2.400
H -0.220 0.344 -0.680
H -2.599 -5.362 -1.797
H -4.654 6.960 2.044
H -5.290 6.255 0.581
H 4.813 -0.224 -1.588
H 1.746 -1.875 -0.026
H 1.256 -3.223 -4.819
H -2.806 3.759 3.276
H 3.058 1.602 -2.359
H 0.502 -0.737 -1.804
H -1.772 5.248 -1.520
H -0.634 3.011 -1.011
H -3.867 7.291 0.544
H -6.495 -1.090 -2.492
H 1.449 -5.225 -0.934
H 0.259 1.905 -3.270
H 1.613 5.568 0.241
H 3.428 2.067 -4.022
H 3.923 -4.396 6.224
H 5.350 -1.532 -2.556
H -5.735 -1.924 -4.709
H 1.948 -6.135 6.450
H 2.437 5.941 2.282
H 2.040 -2.727 7.801
H 2.272 -3.089 -3.476
H 2.704 -4.327 -4.771
H -1.639 1.837 2.121
H 1.560 2.753 0.356
H -1.793 3.161 1.053
H -3.726 -0.744 -5.025

---

Entry 4:
238
Properties=species:S:1:pos:R:3 method="wB97M-V/def2-TZVPD" e_tot_ev=-110085.388 multiplicity=1 molar_mass_g_mol=1247.93 de_lowest_kcal_mol=120.1 orbital_gap_ev=8.864
O 5.680 -0.787 3.038
O 2.630 -3.050 -2.390
O -2.683 1.519 4.028
O -4.780 -2.889 -1.616
O -0.661 1.027 -4.290
O -3.343 5.688 -1.468
O -4.728 0.750 0.066
O 2.293 0.608 6.053
O 1.813 4.334 -2.895
O -0.462 -0.380 0.311
O 6.343 3.468 1.114
O 1.695 -5.875 1.471
O 6.194 1.935 -4.685
O -7.707 -3.361 3.080
N 1.222 5.557 -6.411
N -4.366 -3.914 -5.231
N 1.552 1.230 -2.339
N 6.719 -0.887 -0.489
N 4.093 3.788 3.220
N 1.412 -2.089 8.351
N 0.138 -5.560 -0.849
N -5.046 -3.396 5.524
N -6.144 -0.595 -1.980
N 4.202 -0.312 -2.431
N -0.143 -3.668 1.880
N -2.160 -2.009 -5.876
N -4.287 -0.522 4.950
N -1.261 6.702 0.176
C -5.116 -3.491 -4.072
C 1.278 0.462 -1.148
C -4.729 5.623 -1.358
C 4.099 4.325 1.867
C 1.480 -2.588 3.269
C -4.981 0.211 -2.248
C -1.202 5.396 -0.397
C -2.132 -1.467 4.518
C -0.184 -4.325 -2.944
C -4.815 1.550 1.209
C 4.873 0.147 -3.612
C 5.519 4.614 1.327
C 1.804 -4.978 2.626
C 1.390 -0.301 6.661
C 6.789 3.238 -4.753
C 1.571 4.694 -5.349
C 2.243 4.811 -1.644
C 5.507 1.584 -3.471
C -7.855 -2.883 1.724
C 2.070 1.017 0.084
C -0.209 0.357 -0.937
C -1.704 0.184 -4.805
C -4.270 -3.647 -2.715
C -5.147 0.742 -3.657
C 3.832 -3.712 -2.710
C -1.107 -1.098 -5.342
C -6.398 -4.296 -4.118
C -2.623 4.802 -0.684
C 2.167 -1.048 7.734
C -6.090 -3.996 4.786
C -1.857 -0.449 0.566
C -7.298 -4.447 5.730
C 0.016 -0.939 -6.335
C -3.933 -3.031 -0.512
C 5.090 0.493 3.405
C 3.086 5.471 1.964
C 2.239 -7.135 1.753
C 2.912 4.029 -5.723
C -0.375 4.627 0.557
C -2.914 -0.530 5.431
C -6.483 -2.954 3.705
C 1.652 1.515 5.154
C -2.448 0.934 5.337
C 3.415 -1.717 7.238
C -4.941 1.287 -1.215
C 0.845 -4.795 -1.914
C -2.409 2.970 3.856
C 6.626 -0.728 1.966
C -1.185 2.258 -3.801
C 4.915 -2.127 0.523
C 1.237 -3.628 2.227
C 6.081 2.831 -0.096
C 3.865 0.114 -4.709
C 1.787 -3.683 -1.350
C 5.826 -0.873 0.685
C 1.520 5.323 -3.938
H 2.520 -2.529 3.589
H 6.115 3.536 -0.926
H -3.228 -3.394 -2.910
H 0.604 6.270 -6.050
H 4.354 0.695 2.627
H 3.400 6.223 2.689
H 2.419 -0.346 8.529
H -4.302 1.197 -4.173
H -5.328 -2.425 -4.160
H -2.345 -0.054 -3.956
H -4.339 -2.372 0.256
H 3.831 -0.902 -5.102
H -8.043 -4.895 5.072
H 4.703 2.270 -3.203
H -0.653 -5.094 -3.557
H 2.886 5.957 1.009
H 1.876 0.342 0.918
H 3.280 -2.591 6.601
H -2.966 3.562 4.582
H -5.786 -1.538 -1.932
H 3.705 -4.772 -2.930
H -5.662 -2.857 2.995
H -2.854 -0.925 6.445
H 1.645 -0.547 -1.336
H 3.129 1.130 -0.145
H 0.844 -2.649 4.152
H -4.283 -4.700 -2.434
H 5.716 1.360 3.616
H -1.382 3.236 4.107
H 0.484 5.172 0.951
H 0.526 -1.795 8.737
H -2.002 -1.325 1.197
H -6.993 -4.066 -5.001
H -0.074 3.658 0.159
H -2.644 3.409 2.886
H 5.987 5.284 2.048
H 4.345 -2.235 -0.400
H -8.808 -3.250 1.343
H 2.039 -7.795 0.908
H -1.854 -2.955 -6.055
H -3.744 -4.068 -0.237
H -0.965 -3.717 -2.488
H 4.118 -1.107 6.673
H -5.303 -0.053 -4.386
H -5.175 4.634 -1.457
H 0.868 -5.923 -0.253
H -4.477 2.577 1.077
H 4.249 -3.372 -3.658
H 0.569 -1.866 -6.487
H 0.792 3.936 -5.268
H 3.740 4.634 -5.352
H 0.582 5.817 -3.682
H 2.151 4.016 -0.904
H 5.099 2.359 -0.130
H -4.855 0.106 5.500
H 4.469 4.536 3.785
H 1.340 2.211 -2.225
H 2.929 3.023 -5.304
H 5.219 0.020 0.536
H -1.937 2.175 -3.016
H -2.481 -0.660 -0.303
H 2.045 6.090 -6.652
H -0.774 5.458 -1.397
H 1.467 -5.483 -2.486
H 1.230 -5.426 3.438
H -0.389 2.861 -3.364
H 2.861 -4.897 2.879
H -5.369 -2.849 6.309
H -2.266 -1.147 3.485
H -3.587 -3.284 -5.357
H 3.399 0.270 -2.239
H -2.634 3.879 -1.263
H -7.850 -3.674 6.266
H -4.355 1.114 2.096
H 1.110 -2.876 -1.070
H -6.964 -4.009 -3.232
H -2.510 -2.487 4.581
H -0.396 -6.301 -1.281
H -7.041 -3.177 1.061
H 3.327 -7.166 1.796
H 4.160 -2.230 1.302
H -2.983 1.545 6.064
H 3.311 5.017 -1.580
H 5.495 5.171 0.391
H 1.660 1.968 0.422
H -1.507 6.597 1.150
H -6.318 -5.383 -4.110
H 1.115 1.225 4.251
H -2.259 0.831 -5.484
H 4.418 0.318 4.244
H 4.515 -3.745 -1.861
H -8.001 -1.803 1.706
H -4.971 6.120 -0.419
H -6.008 1.388 -3.834
H 6.766 2.005 -0.287
H -2.101 7.098 -0.219
H -6.943 -5.216 6.416
H 1.288 -1.585 2.887
H -5.736 -4.902 4.295
H 7.385 3.291 -5.664
H -0.931 4.467 1.481
H 3.055 3.860 -6.790
H 2.294 -4.084 -0.472
H 6.275 1.569 -2.697
H -6.547 -1.980 4.190
H -0.367 -4.314 1.136
H -2.175 0.513 0.968
H 6.065 4.051 -4.693
H -5.863 1.868 -1.205
H -2.970 -2.546 -0.670
H 1.799 -3.166 1.416
H -0.779 1.275 -0.793
H 7.220 0.184 2.028
H 3.760 -1.220 -2.397
H -3.985 -4.845 -5.148
H 2.144 5.028 2.287
H 1.762 -7.586 2.624
H -2.400 -1.732 -6.817
H -4.171 -0.015 4.084
H -1.600 2.820 -4.638
H 5.685 -0.558 -3.791
H 3.967 -2.037 8.122
H -1.390 1.029 5.582
H 4.157 0.737 -5.554
H 0.853 -0.350 -5.959
H -6.487 -0.400 -1.050
H 0.868 2.108 5.623
H 0.160 -3.525 -3.599
H -0.279 -0.553 -7.311
H 0.918 0.901 -3.052
H 5.553 -3.008 0.595
H 3.575 3.614 1.227
H 7.104 -1.811 -0.622
H 2.269 6.113 -3.888
H -5.869 1.561 1.487
H 6.135 -0.812 -1.310
H 7.357 -1.534 2.024
H -0.615 -1.599 -4.508
H -4.092 -0.419 -2.217
H -5.140 6.202 -2.185
H 4.787 3.054 3.238
H -0.426 -2.737 1.610
H 0.959 -1.034 5.979
H 1.756 5.731 -1.319
H 7.422 3.403 -3.881
H 2.887 0.478 -4.391
H -4.679 -2.659 4.939
H -4.117 1.941 -1.500
H -3.186 4.609 0.230
H 1.924 -2.407 9.162
H 2.419 2.201 4.793
H -1.078 -1.596 4.765
H 0.548 0.234 7.101
H -0.717 -0.244 -1.691

---

Q: Among the records above, which one has the highest multiplicity?
A: C8H40BN2O9Y